A) Entry from the OMol25 dataset: one molecule with the formula C6H14N2 (ωB97M-V/def2-TZVPD).

XYZ file:
```
22
Properties=species:S:1:pos:R:3
C 1.62 -1.60 0.30
N 0.53 -0.91 -0.33
C 1.11 0.20 -1.13
C 1.30 1.34 -0.04
C 0.06 1.25 0.84
C -0.36 -0.27 0.74
C -1.80 -0.38 0.35
N -2.37 0.41 -0.72
H 2.22 -2.15 -0.47
H 1.32 -2.37 0.95
H 2.16 -1.00 1.10
H 0.41 0.66 -1.98
H 2.07 0.02 -1.53
H 1.22 2.24 -0.67
H 2.29 1.10 0.45
H 0.01 1.49 1.88
H -0.59 1.99 0.42
H -0.27 -0.85 1.64
H -2.33 -0.14 1.31
H -2.09 -1.44 0.39
H -1.81 0.48 -1.56
H -3.30 0.17 -1.01
```

Calculated values
HOMO-LUMO gap: 0.3534 hartree
SMILES: CN1CCC[C@H]1CN

Mulliken population analysis, charges in e, atoms 1 to 8: atom 1 (C): -1.08, atom 2 (N): -0.12, atom 3 (C): -0.58, atom 4 (C): -0.58, atom 5 (C): -0.76, atom 6 (C): -0.03, atom 7 (C): -1.01, atom 8 (N): -0.45

B) Entry from the OMol25 dataset: a 2-piece molecular cluster, C6H14N2 overall (ωB97M-V/def2-TZVPD).

XYZ file:
```
22
Properties=species:S:1:pos:R:3
C 1.37 0.16 -3.06
N 2.10 0.74 -1.99
C -1.17 -0.58 0.90
C -0.20 0.30 0.22
C -0.41 1.81 0.24
C -1.08 2.44 1.19
C -0.76 -1.23 2.15
N -0.21 -2.63 1.75
H 1.88 -0.64 -3.60
H 0.37 -0.22 -2.80
H 1.15 0.88 -3.85
H 3.08 0.56 -2.19
H -1.56 -1.25 0.13
H 0.80 0.23 0.68
H -0.10 -0.04 -0.81
H 0.09 2.32 -0.58
H -0.99 3.51 1.33
H -1.65 1.90 1.94
H -1.56 -1.51 2.83
H 0.07 -0.78 2.69
H -0.86 -3.32 2.10
H -0.36 -2.65 0.74
```

Calculated values
HOMO-LUMO gap: 0.1212 hartree

Mulliken population analysis, charges in e, atoms 1 to 8: atom 1 (C): -0.70, atom 2 (N): -0.48, atom 3 (C): -0.49, atom 4 (C): 0.49, atom 5 (C): -0.25, atom 6 (C): -0.76, atom 7 (C): -0.45, atom 8 (N): -0.60

Which is most stable, and by how much? A), by 145.3 kcal/mol.